(1)
A cluster of 2 separate species, CH4S3 in total. Source: the OMol25 dataset; level of theory: the ωB97M-V functional and the def2-TZVPD basis.

```
8
Properties=species:S:1:pos:R:3:forces:R:3
C -0.155 -0.014 -0.057 0.1 -1.8 -2.9
S -0.871 1.526 0.340 -1.2 0.8 -0.1
S -1.348 -1.365 0.384 -0.7 1.4 1.0
S 1.457 -0.268 0.701 -0.6 -0.7 -0.3
H -0.255 -0.093 -1.963 0.6 0.1 3.4
H 0.145 2.231 0.876 0.2 -0.6 -0.1
H -1.009 -2.550 -0.120 1.0 0.2 -0.7
H 2.037 0.531 -0.161 0.6 0.6 -0.4
```
Forces are in eV/Å.

The orbital gap (spin up / spin down) comes out at 8.02 / 8.02 eV. The value obtained for the energy above the lowest of the compared OMol25 structures with the same formula, charge and spin is 91.1 kcal per mole.

Results of the Löwdin charge analysis, in e, for atoms 1 through 5: -1.53 0.61 0.57 0.62 0.16

(2)
A cluster of 2 separate species, CH4S3 in total. Source: the OMol25 dataset; level of theory: the ωB97M-V functional and the def2-TZVPD basis.

```
8
Properties=species:S:1:pos:R:3:forces:R:3
C -0.749 0.013 0.445 -2.6 -0.5 0.3
S 1.968 -1.075 -0.790 0.3 -0.1 -0.2
S -0.456 1.743 0.238 0.1 0.6 -0.1
S -0.331 1.963 -1.694 0.1 0.1 0.0
H -1.215 -0.186 1.463 0.7 0.2 -1.3
H 0.125 -0.557 0.276 1.2 -0.5 0.3
H -1.419 -0.327 -0.388 0.2 0.4 1.0
H 2.078 -1.573 0.450 0.1 0.0 0.0
```
Forces are in eV/Å.

The orbital gap (spin up / spin down) comes out at 6.11 / 7.54 eV. The value obtained for the energy above the lowest of the compared OMol25 structures with the same formula, charge and spin is 49.1 kcal per mole.

Results of the Löwdin charge analysis, in e, for atoms 1 through 5: -0.54 0.40 0.31 0.12 0.07

(3)
A cluster of 2 separate species, CH4Se in total. Source: the OMol25 dataset; level of theory: the ωB97M-V functional and the def2-TZVPD basis.

```
6
Properties=species:S:1:pos:R:3:forces:R:3
C 0.569 -1.056 -0.906 -0.3 1.5 -1.8
Se -1.202 1.240 1.879 0.0 1.3 -0.4
H 0.847 -1.210 0.065 0.3 -1.4 2.2
H 0.335 -1.715 -1.736 -0.3 -0.3 0.7
H 0.850 -0.066 -1.170 0.0 0.8 -0.5
H -1.399 2.808 1.869 0.3 -1.9 -0.2
```
Forces are in eV/Å.

The orbital gap (spin up / spin down) comes out at 4.07 / 4.02 eV. The value obtained for the energy above the lowest of the compared OMol25 structures with the same formula, charge and spin is 112.7 kcal per mole.

Results of the Löwdin charge analysis, in e, for atoms 1 through 5: 0.25 0.08 -0.05 0.02 -0.02

(4)
A structure of composition CH53BrNO31S3. Source: the OMol25 dataset; level of theory: the ωB97M-V functional and the def2-TZVPD basis.

```
90
Properties=species:S:1:pos:R:3:forces:R:3
C 0.542 -0.775 1.733 -0.4 0.1 -0.8
S 1.103 0.754 0.929 4.5 -1.2 -0.6
O 1.370 0.628 -0.523 -1.2 0.0 1.4
O 2.356 1.160 1.624 -2.3 -0.1 -0.4
S -0.346 2.293 1.247 -2.2 4.7 1.4
O 0.394 3.569 1.053 -0.4 -2.6 -0.6
O -0.748 2.186 2.667 0.5 -1.1 -2.1
N -1.588 2.285 0.142 0.8 -1.8 2.5
S -2.671 1.025 0.428 -0.8 -2.1 -4.6
O -2.049 -0.325 0.307 -0.3 2.5 1.6
O -3.713 1.136 -0.633 1.5 0.7 2.3
Br -3.799 1.228 2.349 0.6 0.3 -1.0
H 0.093 -1.386 0.943 -0.2 0.3 0.2
H -0.198 -0.491 2.486 0.1 -0.1 -0.1
H 1.404 -1.305 2.147 0.2 0.6 0.0
O 3.110 1.287 4.446 0.1 -0.2 0.2
H 2.959 1.084 3.514 -0.2 0.0 -0.2
H 3.474 2.176 4.423 0.0 0.2 0.0
O 3.567 -1.373 3.879 0.0 0.0 0.3
H 4.071 -2.118 4.213 0.0 -0.1 -0.1
H 3.673 -0.683 4.553 -0.2 0.2 -0.3
O 3.681 4.051 3.388 -0.1 0.2 0.0
H 3.521 4.948 3.698 -0.1 0.0 0.1
H 3.111 3.966 2.613 0.0 -0.3 0.0
O -4.850 1.992 4.887 0.0 0.0 0.4
H -4.222 2.657 5.189 0.1 0.1 -0.2
H -5.643 2.158 5.404 -0.1 -0.1 0.0
O 4.156 1.906 -0.837 0.0 -0.2 -0.1
H 3.344 1.381 -0.792 -0.1 0.2 0.2
H 4.280 2.068 -1.775 0.0 0.0 -0.1
O -4.729 -1.971 -1.149 -0.1 0.1 0.0
H -4.913 -2.217 -2.062 0.2 0.1 -0.1
H -4.358 -1.078 -1.212 0.0 -0.1 0.2
O -0.494 6.154 0.188 0.2 0.3 0.0
H 0.039 5.407 0.496 -0.2 -0.3 -0.1
H -0.322 6.847 0.834 -0.1 0.0 0.1
O -2.723 4.521 2.260 0.0 0.2 0.3
H -1.904 4.018 2.324 -0.2 -0.1 0.1
H -2.434 5.408 2.012 0.0 0.0 -0.3
O 2.018 -1.549 -2.204 0.4 -0.2 -0.2
H 1.886 -0.638 -1.906 -0.2 0.0 0.4
H 1.434 -1.630 -2.963 -0.2 -0.1 0.0
O 4.197 -3.708 -3.592 -0.1 -0.1 0.0
H 4.839 -3.057 -3.297 0.1 0.0 0.0
H 3.404 -3.495 -3.086 0.0 0.1 0.0
O -4.080 -3.133 -3.945 -0.2 0.0 0.0
H -3.330 -3.164 -4.544 0.1 0.1 0.0
H -3.962 -3.911 -3.387 0.1 -0.1 0.0
O 0.902 8.858 0.717 0.0 0.0 -0.1
H 0.652 8.617 -0.182 0.0 -0.2 0.0
H 1.263 9.743 0.635 0.0 0.1 0.1
O 4.386 -1.527 0.049 -0.1 0.0 -0.1
H 4.278 -0.633 0.399 0.1 0.0 0.1
H 3.805 -1.548 -0.719 -0.1 0.0 -0.1
O -4.161 -3.284 -6.998 -0.1 -0.1 0.0
H -4.730 -3.640 -6.298 0.1 0.0 0.1
H -4.300 -2.335 -6.949 0.0 0.1 0.0
O 6.009 5.272 4.732 -0.1 -0.1 0.1
H 5.886 5.873 3.987 0.1 0.1 0.1
H 5.401 4.547 4.552 0.2 -0.1 -0.1
O -3.304 7.132 1.071 -0.2 0.3 0.2
H -4.081 6.575 1.174 0.0 -0.1 0.0
H -3.235 7.268 0.123 0.2 -0.1 -0.1
O 1.790 -4.000 -0.118 0.0 -0.1 -0.1
H 2.706 -4.102 0.173 0.0 0.0 0.0
H 1.795 -3.200 -0.658 -0.1 0.2 0.0
O 5.902 7.943 3.955 0.0 0.2 -0.2
H 5.902 8.294 4.848 0.0 -0.2 0.2
H 6.174 8.683 3.407 0.0 0.0 -0.1
O -5.691 -5.484 -6.091 -0.1 -0.2 -0.2
H -6.491 -6.020 -6.035 -0.1 0.1 0.2
H -5.562 -5.353 -7.036 0.1 0.0 0.0
O 4.525 -5.631 -0.005 -0.1 0.1 0.0
H 3.728 -6.165 0.054 0.0 -0.1 0.0
H 4.656 -5.512 -0.954 0.1 -0.1 0.0
O -0.946 -3.187 -1.668 0.2 -0.1 -0.1
H -1.772 -3.336 -1.197 -0.1 0.2 0.0
H -0.384 -3.923 -1.403 0.1 0.0 0.1
O -3.321 -0.815 4.565 0.1 0.0 0.3
H -3.873 -1.196 5.253 0.0 -0.1 0.1
H -3.492 0.134 4.623 0.0 -0.2 0.0
O 4.799 -6.595 -3.280 -0.1 0.0 -0.2
H 4.537 -5.874 -3.869 0.0 0.2 0.3
H 5.180 -7.255 -3.864 0.1 -0.1 0.0
O -2.502 -5.795 -3.169 -0.1 -0.1 0.0
H -1.748 -5.829 -3.764 0.1 0.1 -0.1
H -2.393 -6.565 -2.607 -0.1 0.0 0.1
O -8.757 -6.598 -5.385 0.1 0.0 -0.1
H -9.433 -6.887 -6.003 0.0 0.0 -0.1
H -9.052 -6.935 -4.536 0.1 0.0 0.1
```
Forces are in eV/Å.

The orbital gap comes out at 9.00 eV. The net charge is -1.

Results of the Löwdin charge analysis, in e, for atoms 1 through 5: -0.10 0.67 -0.38 -0.36 0.49

(5)
An isolated molecule of CH5BO. Source: the OMol25 dataset; level of theory: the ωB97M-V functional and the def2-TZVPD basis.

```
8
Properties=species:S:1:pos:R:3:forces:R:3
B 0.154 -0.606 -0.180 -0.6 0.4 -0.8
C 0.311 0.626 0.674 -0.1 2.1 2.3
O -1.040 -0.426 -1.251 0.0 2.0 3.7
H 0.707 -1.648 -0.365 -0.2 -0.5 -0.1
H -0.110 0.591 1.718 0.3 -0.7 -0.3
H -0.262 1.519 0.388 0.1 -0.2 -0.9
H 1.302 1.038 0.876 0.3 -0.2 -0.2
H -1.063 -1.093 -1.859 0.2 -2.8 -3.6
```
Forces are in eV/Å.

The multiplicity is 3. Its expectation value of S² is 2.01. The orbital gap (spin up / spin down) comes out at 5.61 / 6.83 eV. The value obtained for the energy above the lowest of the compared OMol25 structures with the same formula, charge and spin is 13.7 kcal per mole.

Results of the Löwdin charge analysis, in e, for atoms 1 through 5: -0.31 -0.16 0.20 0.06 0.06

For reference, max |F| by record: 3.4; 2.7; 2.7; 5.3; 4.6 eV Å⁻¹.